(1)
{"formula": "C9H12OS2", "method": "wB97M-V/def2-TZVPD", "elements": ["S", "S", "O", "C", "C", "C", "C", "C", "C", "C", "C", "C", "H", "H", "H", "H", "H", "H", "H", "H", "H", "H", "H", "H"], "xyz": [[-0.6842, 1.4264, -1.2630], [1.9703, 0.7727, -0.1221], [0.0158, 2.7607, 1.6415], [-0.2978, 0.1763, -2.4554], [-0.8154, -0.5707, 1.9738], [-0.1197, 1.5793, 1.5146], [0.1722, 0.6192, 0.1448], [-0.7454, 0.6248, 2.4905], [-0.4000, -0.6901, 0.5233], [-1.1321, 1.1222, 3.8511], [1.2331, 0.0546, -2.7169], [2.0350, -0.3686, -1.5061], [-1.1636, -1.4562, 2.4106], [1.3653, -0.7091, -3.4764], [-2.2449, 0.8802, 3.9968], [-1.1593, -0.9780, -0.1262], [0.4350, -1.4026, 0.4346], [3.0462, -0.3033, -1.8081], [1.7330, 1.0807, -2.9390], [-0.5982, 0.5979, 4.6085], [1.6120, -1.4634, -1.1791], [-0.8172, 0.3362, -3.4808], [-1.0306, 2.1025, 3.8470], [-0.5687, -0.8567, -2.1315]], "largest_force_ev_per_a": 5.636, "charge": 0, "e_lumo_ev": [0.18, -3.85], "multiplicity": 3}


(2)
{"formula": "C9H13AlCl2O2PS", "method": "wB97M-V/def2-TZVPD", "elements": ["Cl", "Cl", "S", "P", "Al", "O", "O", "C", "C", "C", "C", "C", "C", "C", "C", "C", "H", "H", "H", "H", "H", "H", "H", "H", "H", "H", "H", "H", "H"], "xyz": [[3.5550, -0.6494, 1.0652], [5.9046, -0.1543, -2.5043], [-0.8032, -1.0023, -2.7190], [0.5290, -1.0989, -1.2705], [2.5304, 0.0260, -1.9652], [-0.1148, -0.4518, 0.0652], [0.7399, -2.6767, -0.8790], [-3.8555, 1.7591, 2.4272], [-4.9991, 0.4827, 0.2444], [-5.7593, 0.7327, 1.3783], [5.3298, -0.4941, -0.8945], [6.4497, -0.8488, 0.0211], [4.0243, -0.3989, -0.6183], [-3.0963, 1.5127, 1.2913], [-3.6691, 0.8767, 0.1989], [-5.1875, 1.3720, 2.4697], [-5.7803, 1.5669, 3.3547], [-5.4417, -0.0203, -0.6055], [6.0660, -1.1933, 0.9657], [-2.0570, 1.8131, 1.2552], [2.2148, 1.5920, -2.0525], [-6.7977, 0.4276, 1.4123], [-3.0750, 0.6851, -0.6874], [6.9971, -1.6767, -0.4176], [-3.4075, 2.2524, 3.2803], [0.6771, -3.1483, -1.7127], [-1.0382, -0.7291, 0.0999], [7.1139, -0.0108, 0.1926], [2.9507, -0.5450, -3.3952]], "largest_force_ev_per_a": 0.947, "charge": -1, "e_lumo_ev": 2.84, "multiplicity": 1}


(3)
{"formula": "C9H13BBrCl2N4O5", "method": "wB97M-V/def2-TZVPD", "elements": ["Br", "Cl", "Cl", "O", "O", "O", "O", "O", "N", "N", "N", "N", "C", "C", "C", "C", "C", "C", "C", "C", "C", "B", "H", "H", "H", "H", "H", "H", "H", "H", "H", "H", "H", "H", "H"], "xyz": [[-2.6918, -1.8629, 1.5692], [0.3119, -5.6884, -2.4073], [1.4790, -0.4956, -3.9159], [2.0222, -3.4816, -2.0141], [0.4398, -1.1663, 5.0765], [2.2780, 1.6904, -1.3500], [0.0440, 2.9001, -1.3407], [1.6060, 0.8329, 5.7547], [0.3843, -1.3242, -2.9001], [-0.7740, 0.2830, 0.1010], [0.0173, 0.3336, -1.0429], [-1.1238, -1.9242, -0.9624], [-0.1831, -0.9672, -1.7232], [-0.8013, 2.8721, -2.5534], [-1.0072, 1.2566, 1.2290], [0.2551, 1.0561, 2.3081], [0.6591, 0.3088, 4.9358], [-0.2358, 1.2062, 3.8808], [-1.4728, -1.0494, 0.2179], [0.8619, -3.9230, -2.5748], [0.0070, -2.7414, -3.3911], [0.7869, 1.5972, -1.2251], [-1.3490, 0.7870, 3.9696], [-1.1474, -2.9301, -3.3967], [0.3568, -2.8628, -4.5263], [1.1905, 1.7143, 2.0383], [-1.8447, 2.3900, -2.3207], [-1.1663, 2.3717, 0.9130], [-0.9919, 4.0084, -2.8447], [-0.2315, 2.3808, -3.4558], [-0.2809, 2.3168, 4.2505], [2.7006, 0.8158, -1.0983], [0.5635, -0.0907, 2.1849], [-1.9763, 0.9668, 1.8635], [1.3138, -1.5807, 4.7507]], "largest_force_ev_per_a": 9.514, "charge": 1, "smiles": "COB(O)n1c(N(Cl)CC(=O)Cl)nc(Br)[n+]1CCCC(=O)O", "e_lumo_ev": -4.32, "multiplicity": 1, "de_lowest_ev": 9.776}


(4)
{"formula": "C9H13Br2NPtTe", "method": "wB97M-V/def2-TZVPD", "elements": ["Pt", "Te", "Br", "Br", "N", "C", "C", "C", "C", "C", "C", "C", "C", "C", "H", "H", "H", "H", "H", "H", "H", "H", "H", "H", "H", "H", "H"], "xyz": [[-1.2134, -0.3841, -0.2941], [0.7261, -0.2342, -1.9477], [-3.2730, -0.7857, 1.2742], [-2.7910, -1.9048, -1.6013], [-0.4552, 0.9460, 0.8403], [0.3334, -1.8926, -3.2074], [2.6785, 1.0030, 3.4291], [0.5706, 0.8866, 1.6294], [1.8591, 2.1303, 3.2938], [1.4476, -0.2552, 1.8090], [0.8214, 2.0852, 2.4060], [-0.0569, 1.2305, -3.2640], [2.4759, -0.1870, 2.6934], [-4.1421, -1.6732, -0.2148], [3.5047, 1.0400, 4.1299], [3.1395, -1.0265, 2.8468], [-4.4831, -2.6534, 0.0950], [-1.0543, 0.9357, -3.5778], [-0.6515, -1.7906, -3.6575], [-4.9265, -1.0362, -0.6037], [0.1504, 2.9212, 2.2536], [-0.0822, 2.1783, -2.7330], [1.0980, -1.8930, -3.9814], [0.3996, -2.8029, -2.6170], [2.0553, 3.0176, 3.8789], [1.2535, -1.1481, 1.2368], [0.6158, 1.2930, -4.1166]], "largest_force_ev_per_a": 0.369, "charge": 2, "e_lumo_ev": -9.16, "multiplicity": 1, "de_lowest_ev": 0.000}


(5)
{"formula": "C9H13BrN2", "method": "wB97M-V/def2-TZVPD", "elements": ["Br", "N", "N", "C", "C", "C", "C", "C", "C", "C", "C", "C", "H", "H", "H", "H", "H", "H", "H", "H", "H", "H", "H", "H", "H"], "xyz": [[-0.7846, 0.1695, -3.0268], [-0.1971, -1.8952, -0.2430], [-3.1948, -2.4893, 1.6917], [-0.2754, 0.4440, 0.8629], [-0.9910, 1.1676, -0.3165], [-0.1093, 1.0398, -1.4880], [-0.0643, -1.0560, 0.8867], [1.0819, -0.1399, 1.0221], [-2.3971, -2.3647, 0.8207], [-1.4697, -2.4894, -0.1740], [0.8985, -2.2026, -1.0410], [-1.3352, 2.6225, -0.0808], [-0.6728, 1.0584, 1.7639], [1.6673, 0.0981, 1.9697], [-2.0551, 2.8400, 0.6091], [1.1292, -1.3581, -1.6434], [0.6282, -3.0604, -1.6215], [-1.8889, 3.0342, -1.0424], [0.9732, 1.1377, -1.4234], [-0.4917, 3.0904, 0.1742], [1.6018, 0.0463, 0.0512], [1.8186, -2.3516, -0.4858], [-1.8015, -2.9985, -1.0664], [-0.2819, -1.3840, 1.8929], [-1.9025, 0.7536, -0.6756]], "largest_force_ev_per_a": 5.285, "charge": 0, "e_lumo_ev": [-0.14, -0.22], "multiplicity": 1, "de_lowest_ev": 3.143}


(6)
{"formula": "C9H13CeN", "method": "wB97M-V/def2-TZVPD", "elements": ["Ce", "N", "C", "C", "C", "C", "C", "C", "C", "C", "C", "H", "H", "H", "H", "H", "H", "H", "H", "H", "H", "H", "H", "H"], "xyz": [[0.5095, -0.2044, 0.6489], [-0.4449, -1.8304, -0.6365], [1.5006, -0.5844, -1.5809], [-1.7903, 1.1306, 0.0107], [0.2090, -1.3519, -1.7266], [-0.4057, 1.8743, 1.7161], [0.1688, 2.2935, 0.4536], [-1.6105, 1.1550, 1.4309], [-0.7838, -1.4536, -2.7868], [-0.6944, 1.8301, -0.5903], [1.7003, -1.1335, 2.4359], [-0.5011, -1.0150, -3.7038], [-1.1452, -2.6097, -0.6605], [1.6047, -2.2216, 2.2274], [-0.5751, 2.0362, -1.6603], [1.0968, 2.8638, 0.3323], [-2.6499, 0.7005, -0.5225], [2.4419, -1.1766, -1.5496], [1.1579, -0.8260, 3.3385], [1.5097, 0.4551, -1.9494], [0.0315, 2.0372, 2.7055], [2.7461, -0.7792, 2.3813], [-1.7822, -1.9144, -2.4833], [-2.2937, 0.7244, 2.1693]], "largest_force_ev_per_a": 6.146, "charge": -1, "e_lumo_ev": [2.88, 2.88], "multiplicity": 2, "de_lowest_ev": 0.000}


(7)
{"formula": "C9H13ClN4O", "method": "wB97M-V/def2-TZVPD", "elements": ["Cl", "O", "N", "N", "N", "N", "C", "C", "C", "C", "C", "C", "C", "C", "C", "H", "H", "H", "H", "H", "H", "H", "H", "H", "H", "H", "H", "H"], "xyz": [[2.1241, 0.2761, 1.8128], [-1.8996, 1.3693, -0.5707], [-0.2363, 0.2326, 0.7158], [-0.5739, -0.8403, 1.6873], [-2.3973, 0.4985, 1.4796], [-1.7810, -0.4417, 2.3268], [0.5710, -2.0256, -1.2058], [0.1950, 0.1196, -2.4618], [-1.5612, 0.8328, 0.4511], [0.9717, -1.8818, -3.5753], [1.0008, -2.6032, -2.4435], [0.5738, -0.5602, -3.6470], [0.3392, -0.7240, -1.4074], [0.3795, 2.3986, 1.6407], [0.8966, 1.1617, 0.8311], [1.1715, 1.3569, -0.1711], [-0.8405, -1.7802, 1.2452], [0.9579, -2.4861, -4.5458], [-0.6169, 2.6645, 1.1544], [0.2646, -0.0648, -4.5547], [0.2122, -1.0305, 2.4163], [-1.6173, -0.2651, 3.3404], [0.2741, 2.1963, 2.7372], [-3.4529, 0.3398, 1.3303], [0.5778, -2.6187, -0.3529], [-0.2375, 1.0785, -2.3210], [1.2280, -3.6242, -2.4938], [1.1981, 3.1195, 1.5369]], "largest_force_ev_per_a": 4.189, "charge": 2, "e_lumo_ev": -9.33, "multiplicity": 1, "de_lowest_ev": 2.017}


(8)
{"formula": "C9H13IO", "method": "wB97M-V/def2-TZVPD", "elements": ["I", "O", "C", "C", "C", "C", "C", "C", "C", "C", "C", "H", "H", "H", "H", "H", "H", "H", "H", "H", "H", "H", "H", "H"], "xyz": [[2.5270, 1.6287, 0.1915], [0.7384, -0.6388, 0.8431], [-0.5271, 1.1389, -0.0264], [-0.9021, 1.5756, 1.4050], [1.4876, -2.4476, -0.7207], [2.1149, -2.5459, -1.7425], [-0.4951, 2.3804, -0.9933], [0.3459, -2.8823, 1.3618], [0.9203, -1.9466, 0.5326], [-1.5305, 0.0741, -0.5223], [0.7552, 0.3116, -0.0473], [0.4308, 2.9063, -0.7846], [-1.5584, -0.6509, 0.1950], [0.7398, -3.8583, 1.3038], [-0.4832, 2.1317, -1.9872], [-2.4950, 0.4582, -0.5018], [2.6081, -2.7924, -2.6696], [-0.9437, 0.8105, 2.1506], [-1.8144, 2.1872, 1.4152], [-0.3100, -2.5664, 2.0386], [-1.1524, -0.3209, -1.3868], [-1.3590, 2.9663, -0.6824], [0.9566, -0.0414, -1.0716], [-0.0538, 2.1218, 1.6993]], "largest_force_ev_per_a": 5.353, "charge": 0, "smiles": "C#CC(=C)O[C@H](I)C(C)(C)C", "e_lumo_ev": 0.44, "multiplicity": 1, "de_lowest_ev": 2.192}


(9)
{"formula": "C9H13N2O3S", "method": "wB97M-V/def2-TZVPD", "elements": ["S", "O", "O", "O", "N", "N", "C", "C", "C", "C", "C", "C", "C", "C", "C", "H", "H", "H", "H", "H", "H", "H", "H", "H", "H", "H", "H", "H"], "xyz": [[-0.0368, -0.4246, -2.7333], [2.5445, -0.8185, 2.0036], [0.3411, -1.4001, 1.7565], [1.1811, -0.1793, 3.6200], [-0.6162, -1.1144, 0.8860], [1.6385, -3.2929, -0.5398], [-1.0473, 0.2728, 0.9189], [-2.2226, 0.3608, -0.0745], [1.7935, -2.2601, -2.7929], [0.3070, -1.3204, -1.2911], [1.2494, -2.2847, -1.5131], [-1.5983, 0.6199, 2.2980], [1.1923, -1.3503, -3.5847], [1.5060, -0.6256, 2.5742], [0.0051, 1.3121, 0.3641], [0.7438, 1.3655, 0.9956], [-1.7123, 1.6621, 2.5377], [0.5097, 0.9104, -0.4966], [1.4756, -1.0044, -4.4737], [-0.4781, 2.2877, 0.1393], [-2.7647, -0.5163, -0.2847], [-2.8372, 1.2339, 0.1272], [-1.8684, 0.5250, -1.1555], [-0.9667, 0.2040, 2.9751], [1.3680, -3.0594, 0.4380], [-2.5034, 0.0993, 2.3567], [2.7427, -2.9232, -3.0699], [2.6114, -3.4364, -0.5351]], "largest_force_ev_per_a": 5.727, "charge": -1, "e_lumo_ev": [2.99, 2.99], "multiplicity": 1}


> What is the formula in the ninth record?

C9H13N2O3S


> Number 1 is which compound?

C9H12OS2


What did the second record say?
{"formula": "C9H13AlCl2O2PS", "method": "wB97M-V/def2-TZVPD", "elements": ["Cl", "Cl", "S", "P", "Al", "O", "O", "C", "C", "C", "C", "C", "C", "C", "C", "C", "H", "H", "H", "H", "H", "H", "H", "H", "H", "H", "H", "H", "H"], "xyz": [[3.5550, -0.6494, 1.0652], [5.9046, -0.1543, -2.5043], [-0.8032, -1.0023, -2.7190], [0.5290, -1.0989, -1.2705], [2.5304, 0.0260, -1.9652], [-0.1148, -0.4518, 0.0652], [0.7399, -2.6767, -0.8790], [-3.8555, 1.7591, 2.4272], [-4.9991, 0.4827, 0.2444], [-5.7593, 0.7327, 1.3783], [5.3298, -0.4941, -0.8945], [6.4497, -0.8488, 0.0211], [4.0243, -0.3989, -0.6183], [-3.0963, 1.5127, 1.2913], [-3.6691, 0.8767, 0.1989], [-5.1875, 1.3720, 2.4697], [-5.7803, 1.5669, 3.3547], [-5.4417, -0.0203, -0.6055], [6.0660, -1.1933, 0.9657], [-2.0570, 1.8131, 1.2552], [2.2148, 1.5920, -2.0525], [-6.7977, 0.4276, 1.4123], [-3.0750, 0.6851, -0.6874], [6.9971, -1.6767, -0.4176], [-3.4075, 2.2524, 3.2803], [0.6771, -3.1483, -1.7127], [-1.0382, -0.7291, 0.0999], [7.1139, -0.0108, 0.1926], [2.9507, -0.5450, -3.3952]], "largest_force_ev_per_a": 0.947, "charge": -1, "e_lumo_ev": 2.84, "multiplicity": 1}